No. 1
# C12H5F3N3O2S

A 2-piece molecular cluster, C12H5F3N3O2S overall in a non-equilibrium geometry (ωB97M-V/def2-TZVPD, OMol25).

```
! RIJCOSX wB97M-V def2-TZVPD def2/J DEFGRID3
* xyz -1 1
F -3.28419 2.21071 2.82636
C -3.11142 0.89748 2.30685
F -3.11592 -0.00928 3.40485
F -4.29719 0.55095 1.59722
S -1.52043 1.41422 1.42951
N -0.19533 -0.05601 0.10490
C -0.34193 -0.20769 -1.22716
O -1.16875 0.40453 -1.88372
C 0.81308 -1.17038 -1.73404
C 1.52981 -1.51478 -0.61938
C 2.64817 -2.40366 -0.85713
C 2.27115 -3.49604 -1.66482
C 1.49107 -3.13600 -2.84097
C 1.25778 -1.75516 -2.97874
C 0.84285 -0.76312 0.59566
O 1.20811 -0.73956 1.75889
H 3.64109 -2.36747 -0.40829
H 2.49510 -4.50642 -1.20761
H 0.94362 -3.77739 -3.58996
H 1.32019 -1.27564 -3.95330
C -0.67399 2.95306 1.34170
C -0.18392 3.48230 2.63439
N 0.47709 3.69956 3.59106
C -1.38003 4.09936 0.72214
N -1.83942 4.87027 -0.04689
H 0.17339 2.59616 0.69847
*
```

Calculated values
- Energy relative to the best compared isomer or geometry (same formula, charge and spin): 471.1 kJ/mol
- Energy: -1472.64327 a.u.

=====

No. 2
# C17H27N5O3

The molecule C17H27N5O3 (ωB97M-V/def2-TZVPD, OMol25).

```
! RIJCOSX wB97M-V def2-TZVPD def2/J DEFGRID3
* xyz 0 1
C 3.91642 -1.88685 6.24317
C 2.89314 -0.87912 5.73017
C 2.58608 -1.07283 4.24920
C 1.56489 -0.06551 3.73418
N 1.28409 -0.26393 2.32517
C 0.33743 -1.03276 1.76682
C 0.57681 -0.90751 0.41752
C -0.14232 -1.55395 -0.74195
C -1.41516 -2.24453 -0.25285
C 0.70411 -2.69790 -1.34013
O 1.81157 -2.29165 -2.09840
C 1.37134 -1.52866 -3.19450
C 0.72769 -0.24437 -2.70573
N -0.38771 -0.55762 -1.79598
C -1.40633 0.33026 -1.66246
O -2.22571 0.27160 -0.76001
C -1.58928 1.40597 -2.74147
O -0.45485 2.28784 -2.80173
N -0.90264 3.59426 -3.01579
C -2.16452 3.63609 -2.89279
C -2.96896 4.87316 -3.09498
C -2.76787 2.31848 -2.48379
C -4.05304 1.90623 -3.19328
N 1.62770 -0.09452 0.24030
N 2.06054 0.30024 1.41179
H 4.12430 -1.72931 7.30174
H 3.55756 -2.91070 6.12420
H 4.86068 -1.79918 5.70334
H 1.97232 -0.96743 6.31436
H 3.26781 0.13452 5.89789
H 3.50482 -0.97662 3.66606
H 2.21518 -2.08760 4.07850
H 0.62440 -0.13699 4.28106
H 1.93003 0.95296 3.85769
H -0.38903 -1.57388 2.34757
H -1.16266 -3.14429 0.31411
H -2.00782 -1.60788 0.39719
H -2.04417 -2.53619 -1.09273
H 1.08270 -3.32221 -0.53115
H 0.06291 -3.33973 -1.96040
H 2.23630 -1.29700 -3.81555
H 0.66993 -2.10670 -3.81354
H 1.46940 0.32752 -2.14991
H 0.39706 0.29688 -3.58685
H -1.69724 0.89055 -3.70784
H -3.72232 4.97125 -2.31281
H -2.33336 5.75654 -3.07499
H -3.47863 4.83771 -4.05836
H -2.97042 2.37890 -1.40887
H -4.86720 2.59891 -2.97726
H -3.91788 1.87017 -4.27659
H -4.36813 0.91737 -2.85934
*
```

Calculated values
- Energy relative to the best compared isomer or geometry (same formula, charge and spin): 352.5 kJ/mol
- Structure (SMILES): CCCCn1cc([C@]2(C)COCCN2C(=O)[C@@H]2ON=C(C)[C@H]2C)nn1
- Energy: -1163.41705 a.u.

=====

Q: Which highest occupied orbital energy values were calculated for the entries above? A: -5.18; -9.03, in eV.
Q: Which frontier orbital gap values were calculated for the entries above? A: 7.42; 9.80, in eV.